[1]
Below is a molecular structure, C27H39BrCrGeN2O5P at a distorted geometry, with properties calculated with ωB97M-V/def2-TZVPD.

The electronic energy comes out at -206120.109 eV. Its highest occupied orbital energy (spin up / spin down) is -0.2847 / -0.2897 Ha. The molar mass is 707.1 g mol⁻¹. The orbital gap (spin up / spin down) is 6.6 / 6.5 eV. The calculation puts the LUMO energy (spin up / spin down) at -1.15 / -1.35 eV.

ORCA input file:
```
! wB97M-V def2-TZVPD RIJCOSX def2/J DEFGRID3
* xyz 0 4
Br 3.3262 -1.3107 -0.4345
Ge 2.2947 0.3003 -3.8636
Cr 1.2047 -0.2786 -0.3768
P -1.6412 0.2606 0.1733
O -0.4463 1.3211 -0.2166
O -2.7801 1.3854 0.5275
O -2.1667 -0.0093 -1.3396
O 2.2533 1.6325 0.1784
O 0.1500 -1.8049 -0.4637
N 0.4327 -1.0784 2.3274
N 0.9773 -0.1724 1.5862
C -0.9147 -3.7885 0.1957
C -4.8439 2.1442 1.4156
C 0.9632 -0.1737 -2.4958
C 1.3787 1.0414 3.6569
C 2.1936 1.8706 1.5350
C 2.6408 3.0737 3.5641
C 4.1122 -0.4834 -3.6926
C -1.4214 -4.8851 4.8803
C -0.5741 -3.1031 2.8955
C -0.7539 -3.7070 5.2245
C -0.8839 3.7279 -0.3154
C -0.1185 -2.1947 1.8732
C 2.7520 2.9593 2.1848
C 1.9560 2.1156 4.2961
C 1.5740 -0.4093 -5.5928
C 3.1290 2.4520 -0.5708
C -0.2757 -2.5572 0.4963
C -3.5839 1.3331 1.6911
C 2.4958 2.2815 -4.1508
C -2.5211 -1.2924 -1.8361
C -3.3403 -1.1011 -3.1015
C -1.3632 -4.6257 1.1689
C 1.4984 0.8949 2.2735
C -0.3541 -2.8260 4.2509
C -0.7010 2.4337 -1.0894
C -1.2096 -4.3129 2.5436
C -1.6417 -5.1842 3.5592
H 2.1863 -0.0681 -6.4203
H 0.5537 -0.0853 -5.7733
H -3.0323 1.7611 2.5397
H 0.8195 0.2858 4.1854
H -1.6080 -1.8520 -2.0630
H -4.2570 -0.5616 -2.8807
H 1.5853 -1.4949 -5.5940
H 2.7685 2.4522 -5.1871
H -5.5176 2.1006 2.2685
H -1.0176 -4.0475 -0.8476
H 3.0818 3.9210 4.0669
H 4.6530 -0.3461 -4.6250
H -2.1363 -6.1051 3.2820
H 1.8668 2.2090 5.3676
H -2.7692 -0.5311 -3.8296
H 3.2726 3.7287 1.6386
H 4.6911 -0.0352 -2.8911
H 0.0167 3.9763 0.2406
H 3.2747 2.7286 -3.5404
H 0.1531 -1.9116 4.5124
H 1.5652 2.8103 -3.9650
H 4.1370 2.4230 -0.1440
H -4.5787 3.1810 1.2152
H 2.7587 3.4830 -0.6069
H 0.0592 0.3910 -2.7434
H -5.3482 1.7443 0.5383
H -3.5913 -2.0686 -3.5276
H -1.5902 2.2186 -1.6820
H -1.1065 4.5347 -1.0096
H -1.7486 -5.5648 5.6540
H -0.5537 -3.4876 6.2631
H 0.7284 -1.2214 -2.7295
H -3.8410 0.2962 1.9432
H 3.1485 2.0298 -1.5738
H -1.8316 -5.5627 0.9100
H -3.0958 -1.8490 -1.0863
H 4.0494 -1.5486 -3.4910
H 0.1656 2.5095 -1.7537
H -1.7093 3.6273 0.3814
*
```



[2]
Below is a molecular structure, C27H39CdN7O13P, with properties calculated with ωB97M-V/def2-TZVPD.

The electronic energy comes out at -79534.617 eV. Its highest occupied orbital energy (spin up / spin down) is -0.0188 / -0.0585 Ha. The molar mass is 813.0 g mol⁻¹. The orbital gap (spin up / spin down) is 4.5 / 5.6 eV. The calculation puts the LUMO energy (spin up / spin down) at 3.97 / 3.97 eV. The value obtained for the energy relative to the best compared isomer or geometry (same formula, charge and spin) is 26.9 kcal/mol.

ORCA input file:
```
! wB97M-V def2-TZVPD RIJCOSX def2/J DEFGRID3
* xyz -2 2
Cd 0.9264 -0.0559 0.3942
P 1.3229 -0.7070 -3.2690
O 0.0603 -1.2861 -3.8088
O 1.5603 -1.4783 4.6869
O 1.6565 0.5915 -4.1553
O 2.4128 1.6936 0.1779
O 2.5895 -1.6876 -3.5655
O -1.2901 4.4440 1.1811
O 0.5584 0.3424 3.8028
O 1.4293 -0.4064 -1.8111
O -1.4116 0.6654 -2.0557
O 1.0652 6.1993 0.9341
O 3.3632 4.5210 0.1683
O -0.1440 -1.9119 1.0398
O -0.3461 1.6602 0.8125
N 3.7541 -1.7025 1.2570
N 2.1316 -0.6773 2.5801
N -1.2797 -2.0496 1.6586
N 1.4848 -0.5403 3.7841
N 3.8271 -2.0788 3.5447
N 3.1675 -1.0105 0.1815
N -4.2422 -0.3497 0.0056
C 3.1501 -1.4591 2.5061
C -5.1893 -1.1745 0.4388
C 2.2405 4.1224 0.4464
C 1.0585 4.9908 0.8112
C -2.0247 -3.1404 1.3860
C -0.1405 4.0836 0.9645
C -6.4024 0.5681 1.4940
C -3.2088 -3.3677 2.0493
C -2.8637 -1.3445 3.2532
C 0.3583 2.7267 0.7689
C -3.6462 -2.4550 2.9970
C 2.3916 -1.7716 -6.0012
C 2.7055 -2.5341 -4.7182
C 3.5966 1.4642 -2.9156
C -4.3557 0.9563 0.2831
C 1.7519 2.7440 0.4612
C -5.4347 1.4396 1.0320
C -2.7440 0.7959 -2.5001
C -1.6733 -1.1489 2.5825
C -6.2873 -0.7790 1.1859
C 1.7832 -3.7371 -4.5600
C -3.3225 2.0004 -1.7833
C 4.1641 -2.9760 -4.7139
C 2.3468 1.7887 -3.7181
C 1.3692 2.6377 -2.9209
C 2.7304 2.4866 -5.0176
C -3.3211 1.9009 -0.2536
H 4.3667 -3.6446 -5.5541
H 4.8179 -2.1057 -4.7880
H -0.9667 -0.3381 2.7769
H 3.5423 -0.0716 0.0617
H 0.7488 -3.4042 -4.4932
H -7.0169 -1.5068 1.5178
H 0.4819 2.8370 -3.5242
H 2.0383 -4.2817 -3.6486
H -4.3409 2.1910 -2.1458
H 4.3918 -3.5003 -3.7844
H -7.2361 0.9345 2.0819
H -0.9981 -0.0430 -2.5827
H -2.7161 2.8658 -2.0628
H -2.7648 0.9839 -3.5836
H 1.8312 3.5843 -2.6294
H -3.5233 2.8890 0.1645
H -3.1423 -0.6050 3.9906
H -4.5804 -2.6075 3.5209
H 2.5466 -2.4280 -6.8620
H -2.3253 1.6154 0.1002
H 4.7560 -1.5545 1.3221
H 1.3582 -1.4260 -5.9998
H 1.0695 2.1150 -2.0164
H -1.5982 -3.7773 0.6273
H 4.1160 -3.0089 3.2705
H 4.2858 0.8557 -3.5078
H 3.2282 -1.5327 -0.6818
H 3.1738 -2.0855 4.3443
H 3.0445 -0.9029 -6.0957
H 3.2421 3.4261 -4.8001
H 1.8368 2.7004 -5.6065
H -3.3304 -0.1076 -2.3044
H 3.3387 0.9434 -1.9969
H -5.4890 2.4981 1.2515
H -5.0596 -2.2201 0.1773
H 4.0882 2.3970 -2.6331
H 3.3942 1.8506 -5.6077
H 1.9012 -4.4119 -5.4131
H -3.7771 -4.2543 1.8037
*
```



[3]
Below is a molecular structure, C27H39ClI2N3OSi3Y at a distorted geometry, with properties calculated with ωB97M-V/def2-TZVPD.

The electronic energy comes out at -88558.162 eV. Its highest occupied orbital energy is -0.2879 Ha. The molar mass is 884.1 g mol⁻¹. The orbital gap is 7.8 eV. The calculation puts the LUMO energy at 0.01 eV.

ORCA input file:
```
! wB97M-V def2-TZVPD RIJCOSX def2/J DEFGRID3
* xyz 0 1
I -5.7501 0.2803 5.7340
I -0.4887 -2.2047 4.0397
Y -0.2916 -0.1533 -0.1949
Cl -0.7319 1.5997 -2.0450
Si -0.7516 -1.9769 -3.0429
Si 2.2134 -1.0221 -2.5796
Si 0.9425 -3.1235 -0.6687
O -1.5913 -1.1458 1.3084
N -2.6810 1.1229 0.1323
N 1.6872 -1.0935 1.1490
N -0.1234 2.1893 0.9269
C -2.5645 2.3427 0.9344
C -2.2722 -1.1825 3.5881
C -1.2011 2.9799 0.8939
C 2.7486 -2.1197 -4.0313
C 0.6183 -1.6604 -1.7838
C -3.8611 0.3373 0.5328
C -0.6894 -3.7274 -3.7732
C 1.0823 2.7674 0.9262
C -1.0912 4.3647 0.8829
C 2.0572 -4.5044 -1.3318
C -4.3464 -0.2302 4.2479
C 2.3569 -0.5597 2.1734
C -2.4358 -1.8019 -2.1445
C -2.4638 -0.8355 2.2318
C 3.4352 -2.6152 2.6788
C 3.6939 -1.0151 -1.3826
C -3.1804 -0.8935 4.5874
C 2.1796 0.7519 -3.2361
C -3.6688 -0.1549 1.9400
C -0.5917 -3.9810 0.0330
C 1.2765 4.1332 0.9036
C 1.8812 -2.3959 0.8504
C -0.8383 -0.8440 -4.5547
C 2.7413 -3.1744 1.6195
C -4.5839 0.1401 2.9359
C 0.1599 4.9538 0.8845
C 3.2493 -1.2682 2.9529
H -3.1080 -2.6250 -2.3937
H -3.9497 -0.5063 -0.1527
H 2.0787 -5.3631 -0.6568
H 4.1037 -3.2155 3.2826
H -2.7541 2.0689 1.9756
H -0.3002 -4.8431 0.6372
H 3.7390 -1.8278 -4.3898
H 0.0414 -0.9493 -5.1947
H -4.7800 0.9322 0.4675
H 1.9352 2.0961 0.9312
H 1.3424 0.9247 -3.9114
H 1.6781 -4.8517 -2.2954
H 2.0539 -2.0394 -4.8710
H 2.7936 -3.1703 -3.7354
H -1.9890 4.9672 0.8576
H -1.1721 -3.3109 0.6679
H 2.0982 1.4787 -2.4259
H 2.2800 4.5343 0.8872
H -1.7125 -1.1175 -5.1515
H -2.9827 -1.1828 5.6097
H 0.2627 -3.9070 -4.2793
H 3.8803 -1.9950 -0.9366
H -2.9220 -0.8697 -2.4443
H -1.4864 -3.8560 -4.5100
H -3.3180 3.0869 0.6540
H 3.5668 -0.2976 -0.5692
H 2.1588 0.4829 2.3965
H -1.2428 -4.3389 -0.7688
H 2.8679 -4.2210 1.3738
H 3.1047 0.9621 -3.7806
H 0.2630 6.0304 0.8650
H 3.0834 -4.1604 -1.4817
H -5.4919 0.6695 2.6727
H 4.5936 -0.7278 -1.9329
H -2.3173 -1.8064 -1.0552
H -0.8129 -4.4978 -3.0076
H -0.9353 0.2026 -4.2728
H 3.7703 -0.7763 3.7621
H -2.7538 1.3866 -0.8438
*
```



Q: Which value of electronic energy does entry 1 give?
A: -206120.109 eV